Molecular formula: C49H136N12O13
Method: DFT, ωB97M-V/def2-TZVPD

Geometry as ORCA input:
```
! RIJCOSX wB97M-V def2-TZVPD def2/J DEFGRID3
* xyz 0 1
C -2.664 1.220 3.777
C -4.031 1.782 3.416
C -4.017 2.880 2.355
O -3.406 2.261 1.234
C -3.367 2.965 0.021
N -4.997 0.751 3.103
H -1.970 2.081 3.968
H -2.320 0.655 2.908
H -2.729 0.482 4.571
H -4.475 2.323 4.296
H -3.375 3.736 2.584
H -5.125 3.133 2.251
H -2.765 3.883 0.060
H -4.357 3.224 -0.351
H -2.820 2.301 -0.684
H -4.692 0.024 2.407
H -5.851 1.199 2.860
C 1.504 -4.292 -2.640
C 0.209 -3.605 -2.980
C -0.194 -3.893 -4.401
O 0.839 -3.463 -5.322
C 0.405 -2.977 -6.601
N -0.999 -4.035 -2.137
H 1.873 -4.106 -1.574
H 2.359 -4.005 -3.256
H 1.382 -5.382 -2.641
H 0.231 -2.528 -2.950
H -1.096 -3.418 -4.709
H -0.309 -4.990 -4.634
H -0.510 -3.479 -6.855
H 1.295 -3.156 -7.227
H 0.112 -1.914 -6.632
H -1.807 -3.526 -2.373
H -0.833 -3.918 -1.137
C 1.539 -0.165 6.579
C 0.993 1.142 6.191
C 1.236 1.490 4.758
O 2.621 1.498 4.497
C 2.877 2.065 3.244
N -0.539 1.294 6.288
H 1.311 -0.870 5.775
H 1.060 -0.589 7.462
H 2.613 -0.038 6.798
H 1.392 1.905 6.877
H 0.748 2.467 4.635
H 0.648 0.813 4.137
H 2.465 3.089 3.248
H 2.367 1.504 2.447
H 3.968 2.077 3.098
H -0.823 1.283 7.226
H -0.872 0.409 5.808
C -0.859 -2.164 3.615
C -2.037 -2.355 4.576
C -2.439 -3.836 4.644
O -3.608 -4.019 5.444
C -3.936 -5.430 5.588
N -1.674 -1.781 5.803
H -1.146 -2.207 2.616
H -0.083 -2.893 3.786
H -0.465 -1.184 3.812
H -2.891 -1.835 4.148
H -1.599 -4.427 5.094
H -2.572 -4.193 3.601
H -4.366 -5.832 4.694
H -4.673 -5.492 6.379
H -2.995 -6.005 5.828
H -0.850 -2.275 6.205
H -2.430 -1.754 6.482
C -4.587 -2.016 -3.471
C -4.278 -0.500 -3.164
C -3.162 0.096 -3.993
O -1.967 -0.539 -3.425
C -0.766 -0.077 -4.049
N -5.454 0.382 -3.459
H -5.596 -2.256 -3.116
H -3.891 -2.647 -2.974
H -4.573 -2.158 -4.589
H -4.098 -0.394 -2.082
H -3.094 1.213 -3.904
H -3.217 -0.255 -5.037
H -0.608 1.000 -4.007
H -0.716 -0.342 -5.085
H 0.084 -0.582 -3.556
H -5.594 1.054 -2.663
H -6.298 -0.213 -3.409
C 3.700 -3.636 4.273
C 3.276 -2.792 3.011
C 2.411 -3.558 2.097
O 2.946 -4.724 1.595
C 3.819 -4.486 0.506
N 2.692 -1.455 3.291
H 2.782 -3.944 4.846
H 4.259 -2.989 4.956
H 4.373 -4.398 3.952
H 4.240 -2.720 2.434
H 2.104 -2.937 1.259
H 1.469 -3.802 2.594
H 3.379 -3.767 -0.243
H 3.873 -5.443 -0.009
H 4.866 -4.131 0.722
H 2.215 -1.008 2.515
H 3.299 -0.808 3.780
C -0.898 7.656 -2.638
C -2.195 6.903 -2.752
C -1.923 5.548 -3.166
O -1.265 4.815 -2.101
C -1.006 3.482 -2.665
N -2.992 6.924 -1.489
H -0.177 7.058 -2.002
H -1.127 8.634 -2.174
H -0.344 7.885 -3.551
H -2.800 7.348 -3.572
H -1.313 5.470 -4.084
H -2.833 5.015 -3.319
H -0.306 3.614 -3.455
H -1.971 3.020 -3.043
H -0.609 2.833 -1.853
H -2.355 6.643 -0.762
H -3.041 7.956 -1.312
C 7.835 -5.142 -4.269
C 7.893 -4.301 -3.004
C 7.036 -3.111 -3.220
O 7.204 -2.329 -2.048
C 6.288 -1.264 -2.025
N 7.339 -5.120 -1.953
H 8.209 -4.587 -5.127
H 6.840 -5.523 -4.538
H 8.452 -5.998 -4.196
H 8.914 -3.923 -2.751
H 6.010 -3.426 -3.369
H 7.327 -2.457 -4.058
H 6.521 -0.633 -1.182
H 5.247 -1.642 -1.935
H 6.359 -0.606 -2.894
H 7.286 -4.570 -1.093
H 7.914 -5.888 -1.717
C 4.176 2.882 -5.636
C 3.454 2.883 -4.333
C 2.497 1.683 -4.231
O 3.311 0.597 -4.421
C 2.697 -0.497 -5.047
N 4.275 2.907 -3.065
H 3.563 2.897 -6.537
H 4.822 1.998 -5.738
H 4.821 3.778 -5.587
H 2.867 3.798 -4.167
H 1.826 1.750 -5.120
H 1.882 1.587 -3.336
H 3.396 -1.128 -5.583
H 2.019 -0.127 -5.831
H 2.190 -1.192 -4.308
H 5.013 3.570 -3.235
H 4.818 2.107 -2.916
C -0.422 4.801 1.864
C -0.354 5.994 2.887
C -1.789 6.459 3.172
O -2.478 6.551 1.941
C -3.750 7.085 2.151
N 0.157 5.538 4.215
H -0.859 3.886 2.270
H 0.569 4.533 1.506
H -0.989 5.260 1.117
H 0.296 6.789 2.579
H -1.794 7.472 3.664
H -2.208 5.777 3.918
H -4.019 7.835 1.424
H -3.810 7.561 3.172
H -4.513 6.296 2.189
H 0.063 4.548 4.192
H 1.178 5.746 4.212
C -5.859 -4.184 0.649
C -4.624 -3.505 1.253
C -3.270 -4.078 0.890
O -3.182 -5.418 1.360
C -2.037 -6.056 0.881
N -4.652 -2.046 0.897
H -5.853 -4.047 -0.443
H -6.799 -3.738 0.970
H -5.970 -5.282 0.850
H -4.777 -3.550 2.317
H -2.587 -3.428 1.452
H -3.048 -4.014 -0.193
H -2.053 -7.114 1.198
H -1.167 -5.648 1.396
H -1.978 -6.075 -0.156
H -4.854 -2.014 -0.079
H -3.659 -1.735 0.961
C -0.406 1.379 0.947
C -0.657 0.294 -0.133
C 0.248 -0.932 -0.011
O 1.651 -0.624 -0.017
C 2.093 0.089 -1.147
N -2.005 -0.234 0.062
H 0.624 1.738 0.770
H -0.543 1.027 1.973
H -1.069 2.226 0.689
H -0.478 0.772 -1.122
H -0.039 -1.693 -0.713
H 0.180 -1.331 1.012
H 1.796 1.147 -1.168
H 1.849 -0.359 -2.129
H 3.188 0.101 -1.186
H -2.429 -0.419 -0.804
H -2.590 0.459 0.517
C 1.900 4.901 -1.138
O 1.906 3.467 -1.212
H 2.694 5.229 -0.488
H 2.070 5.273 -2.162
H 0.963 5.281 -0.767
H 2.634 3.163 -1.727
*
```

Properties
maximum force: 0.070 Eh/bohr
gap between HOMO and LUMO: 8.9106 eV
molar mass: 1101.70 g/mol
calculated total energy: -97508.5205 eV